[1]
19
Properties=species:S:1:pos:R:3:nbo_charge:R:1 method="wB97M-V/def2-TZVPD" energy_ev=-9471.328 lumo_ha=0.01019 smiles="C=C[C@@H](C)O.CO" de_lowest_kcal_mol=87.80 max_force_ha_per_bohr=0.0592
C -0.530 -1.396 1.420 -0.255
C 0.314 -0.391 1.157 -0.455
C -0.462 1.171 0.785 0.201
C 0.692 2.152 0.629 -0.657
O -1.244 1.027 -0.291 -0.768
H -1.479 -1.448 0.898 0.202
H -0.280 -2.228 2.066 0.197
H 1.230 -0.311 1.735 0.212
H -1.044 1.360 1.693 0.175
H 0.274 3.148 0.472 0.221
H 1.322 2.171 1.518 0.205
H 1.298 1.897 -0.240 0.215
H -0.589 0.511 -1.061 0.496
C -0.034 -1.486 -2.112 -0.250
O 0.425 -0.295 -1.500 -0.762
H 0.799 -2.017 -2.578 0.178
H -0.774 -1.237 -2.876 0.187
H -0.509 -2.153 -1.381 0.169
H 0.591 -0.473 -0.335 0.489

[2]
9
Properties=species:S:1:pos:R:3:nbo_charge:R:1 method="wB97M-V/def2-TZVPD" energy_ev=-14962.592 lumo_ha=-0.01634 de_lowest_kcal_mol=47.37 max_force_ha_per_bohr=0.0651
C -1.859 0.667 -0.201 0.493
C 1.700 -0.886 0.495 -0.928
N -1.192 -0.434 0.202 -0.971
O -1.259 1.670 -0.536 -0.640
P 0.348 -0.314 -0.269 1.369
H -2.882 0.665 0.130 0.140
H 2.705 -0.696 -0.110 0.263
H 1.826 -1.363 1.434 0.254
H 0.614 0.691 -1.144 0.021